106
Properties=species:S:1:pos:R:3:mulliken_spin:R:1 method="wB97M-V/def2-TZVPD" max_force_ev_per_a=0.55 s_squared=3.9397 e_homo_ev="-14.83 / -14.79" gap_ev="5.54 / 4.49" energy_ev=-142254.947 total_charge=+3 spin_multiplicity=4
Mn 0.168 -0.342 -0.125 2.42
O 1.565 0.190 2.560 0.00
S 0.175 -0.110 2.213 -0.05
C -0.335 -1.524 3.158 -0.01
C 0.334 -1.704 4.352 0.00
C -0.167 -2.531 5.375 0.00
C -1.393 -3.115 5.186 0.00
C -2.247 -3.963 6.087 0.00
C -3.436 -4.419 5.203 0.00
C -3.191 -3.782 3.864 -0.01
C -3.854 -3.889 2.669 0.00
C -3.269 -3.302 1.533 -0.01
C -2.122 -2.521 1.581 0.02
P -1.236 -2.202 0.053 -0.15
C 0.390 -3.012 0.150 -0.02
C 1.243 -2.961 -0.966 0.02
C 2.523 -3.493 -0.906 0.00
C 2.973 -4.084 0.264 -0.01
C 2.128 -4.173 1.366 0.00
C 0.855 -3.639 1.318 0.01
C -2.164 -2.912 -1.313 -0.01
C -1.717 -4.069 -1.954 -0.01
C -2.473 -4.626 -2.975 0.00
C -3.675 -4.045 -3.352 -0.01
C -4.134 -2.905 -2.701 0.00
C -3.382 -2.340 -1.685 -0.02
C -1.503 -2.275 2.847 0.01
C -2.021 -3.000 3.928 0.00
C -0.898 1.133 2.927 -0.01
C -0.628 1.362 4.267 0.00
C -1.442 2.148 5.093 0.00
C -2.586 2.673 4.544 0.00
C -3.697 3.480 5.153 0.00
C -4.596 3.880 3.959 0.00
C -3.980 3.204 2.768 -0.01
C -4.321 3.232 1.441 0.00
C -3.450 2.617 0.528 -0.01
C -2.322 1.898 0.903 -0.02
P -1.031 1.652 -0.315 -0.11
C 0.093 3.050 -0.087 -0.01
C -0.300 4.304 -0.574 -0.01
C 0.441 5.431 -0.265 0.00
C 1.564 5.324 0.547 0.00
C 1.941 4.090 1.052 0.00
C 1.211 2.951 0.743 0.01
C -1.757 1.770 -1.967 0.01
C -2.970 1.141 -2.248 0.00
C -3.489 1.163 -3.533 0.01
C -2.807 1.821 -4.547 -0.01
C -1.599 2.450 -4.275 0.01
C -1.068 2.416 -2.996 -0.01
C -1.994 1.782 2.291 0.01
C -2.826 2.498 3.169 0.00
H 1.263 -1.170 4.507 0.00
H 0.398 -2.655 6.289 0.00
H -2.583 -3.377 6.943 0.00
H -1.683 -4.807 6.485 0.00
H -4.399 -4.110 5.612 0.00
H -3.471 -5.505 5.101 0.00
H -4.755 -4.478 2.561 0.00
H -3.720 -3.519 0.575 0.00
H 0.885 -2.576 -1.910 -0.01
H 3.157 -3.466 -1.782 0.00
H 3.971 -4.496 0.318 0.00
H 2.463 -4.674 2.264 0.00
H 0.212 -3.738 2.180 0.00
H -0.794 -4.548 -1.657 0.00
H -2.130 -5.528 -3.465 0.00
H -4.267 -4.492 -4.139 0.00
H -5.084 -2.468 -2.977 0.00
H -3.762 -1.474 -1.158 0.00
H 0.247 0.909 4.709 0.00
H -1.174 2.298 6.130 0.00
H -3.311 4.343 5.696 0.00
H -4.239 2.869 5.877 0.00
H -4.601 4.961 3.806 0.00
H -5.634 3.576 4.097 0.00
H -5.186 3.770 1.078 0.00
H -3.658 2.765 -0.522 0.00
H -1.189 4.410 -1.182 0.00
H 0.134 6.395 -0.648 0.00
H 2.139 6.208 0.789 0.00
H 2.806 4.006 1.696 0.00
H 1.536 2.005 1.152 0.00
H -3.532 0.671 -1.453 -0.01
H -4.442 0.692 -3.737 0.00
H -3.226 1.858 -5.544 0.00
H -1.073 2.979 -5.060 0.00
H -0.124 2.909 -2.798 0.00
I 5.042 1.226 0.000 0.07
C 3.879 0.745 -1.606 0.12
C 4.364 0.785 -2.907 -0.08
C 3.584 0.452 -4.013 0.21
I 4.420 0.581 -5.868 0.13
C 2.214 0.029 -3.832 -0.02
C 1.345 -0.390 -4.857 0.03
C 0.067 -0.778 -4.532 0.02
C -0.353 -0.748 -3.200 0.00
N 0.448 -0.375 -2.214 -0.06
C 1.711 0.006 -2.530 0.11
C 2.528 0.355 -1.391 0.20
O 2.008 0.255 -0.238 0.23
H 5.390 1.086 -3.075 0.00
H 1.680 -0.406 -5.885 0.01
H -0.628 -1.105 -5.292 0.00
H -1.366 -1.031 -2.937 0.00